(1)
19
Properties=species:S:1:pos:R:3 method="wB97M-V/def2-TZVPD" e_tot_ha=-311.000684 total_charge=0 molar_mass_g_mol=100.16 fmax_ev_per_a=1.93 e_homo_ev=-8.748 smiles=CC[C@H]1C[C@]1(C)O
C -2.059 0.548 0.808
C -1.385 0.376 -0.551
C -0.295 -0.708 -0.487
C 0.828 -0.707 -1.458
C 1.247 -0.432 -0.019
C 1.436 0.860 0.758
O 1.903 -1.446 0.716
H -2.751 1.397 0.833
H -1.294 0.699 1.574
H -2.625 -0.353 1.075
H -0.957 1.330 -0.888
H -2.172 0.157 -1.299
H -0.688 -1.677 -0.177
H 0.827 0.080 -2.208
H 1.127 -1.680 -1.843
H 2.462 1.191 0.973
H 0.987 0.646 1.739
H 0.892 1.676 0.285
H 2.518 -1.958 0.169

---

(2)
9
Properties=species:S:1:pos:R:3 method="wB97M-V/def2-TZVPD" e_tot_ha=-3150.875429 total_charge=0 molar_mass_g_mol=155.42 fmax_ev_per_a=3.59 e_homo_ev=-9.403 smiles="C/C(Cl)=C/Br"
C 1.251 -0.239 -0.037
C -0.347 -0.335 -0.049
Cl -0.971 -1.936 -0.057
C -1.110 0.726 -0.054
Br -3.032 0.652 -0.035
H 1.796 -0.998 0.634
H 1.671 0.708 0.322
H 1.554 -0.365 -1.006
H -0.810 1.788 0.283